{"formula": "C5H8N3O2", "method": "ωB97M-V with the def2-TZVPD basis set", "elements": ["C", "C", "C", "C", "C", "N", "N", "N", "O", "O", "H", "H", "H", "H", "H", "H", "H", "H"], "positions_angstrom": [[1.2803, -0.6036, 1.8070], [2.3964, -0.6081, 4.0358], [-0.4864, 0.3884, -2.5732], [-1.8827, 1.1625, -0.3086], [-1.1307, 0.1150, -1.1991], [0.8138, -0.8567, -0.4102], [1.4703, -1.2919, 0.7155], [-0.3739, -0.5655, -0.2474], [2.4880, -0.2394, 5.0817], [2.3089, -0.8989, 2.9250], [0.3533, 1.1695, -2.4223], [-0.0925, -0.4753, -2.9104], [-1.2160, 0.8963, -3.1319], [-2.4993, 1.6991, -0.9206], [-1.1415, 1.9365, -0.0841], [-2.3247, 0.7044, 0.4471], [-2.1726, -0.4854, -1.3803], [2.2092, -2.0471, 0.5763]], "forces_ev_per_angstrom": [[-2.0, 1.2, -1.7], [-0.3, 0.9, 1.0], [0.5, 4.4, 4.0], [5.1, 2.1, -3.4], [-3.4, -1.2, -1.4], [-1.5, 1.3, -3.2], [2.2, -1.5, 3.8], [1.2, -1.8, 2.3], [0.3, 0.6, 2.7], [1.3, -2.9, -3.8], [-1.0, -1.3, -0.3], [1.1, -2.7, -1.7], [-0.9, 0.1, -1.3], [-2.3, 1.0, -1.6], [-0.1, -0.2, 1.0], [-1.8, -1.7, 3.5], [2.8, 0.2, 0.3], [-1.2, 1.3, -0.1]], "e_above_lowest_kcal_mol": 169.2, "total_charge": 1, "lumo_energy_ha": -0.1709, "gap_ev": 9.1, "homo_energy_ev": -13.703, "multiplicity": 1, "mol_weight_g_mol": 142.14}

{"formula": "C5H8N3OP", "method": "ωB97M-V with the def2-TZVPD basis set", "elements": ["C", "C", "C", "C", "C", "N", "N", "N", "O", "P", "H", "H", "H", "H", "H", "H", "H", "H"], "positions_angstrom": [[-0.3656, -2.4055, 0.6205], [1.0740, -1.6861, -0.8533], [-0.2554, 2.6052, 0.3736], [0.5058, 1.2895, 0.1120], [-0.2899, 0.0113, 0.3132], [0.1707, -3.4233, -0.0161], [1.0329, -3.0225, -0.8635], [0.1457, -1.2631, 0.1330], [-1.5499, 0.2150, -2.1248], [-1.8998, -0.1889, -0.7915], [-0.9765, -2.5347, 1.5370], [1.9262, -1.0950, -1.1561], [-0.9048, 2.4623, 1.2690], [0.5349, 3.2901, 0.5459], [-0.8785, 3.0854, -0.4731], [0.9424, 1.4481, -0.9293], [1.3756, 1.0883, 0.7438], [-0.5879, 0.1238, 1.5595]], "forces_ev_per_angstrom": [[-0.2, -1.2, 1.0], [-0.6, -1.3, 1.7], [-1.3, -0.6, 0.0], [0.6, -0.2, -2.8], [-2.5, 2.3, 4.7], [-2.7, -1.5, 2.8], [2.7, 2.7, -2.7], [4.2, -1.6, -1.4], [1.1, 1.2, -4.2], [-2.3, 0.1, 3.8], [0.2, 0.5, -1.1], [-0.5, 0.2, -0.6], [0.5, 0.5, -0.5], [0.5, 1.0, 0.6], [1.0, -1.5, 1.1], [-0.6, -0.9, 1.0], [0.0, 0.7, 0.3], [0.1, -0.5, -3.6]], "e_above_lowest_kcal_mol": 0.0, "lumo_energy_ha": [0.0161, -0.1057], "s_squared": 2.01, "gap_ev": [7.5, 6.8], "homo_energy_ev": [-7.025, -9.719], "multiplicity": 3, "mol_weight_g_mol": 157.11}

{"formula": "C5H8N3OS", "method": "ωB97M-V with the def2-TZVPD basis set", "elements": ["C", "C", "C", "C", "C", "N", "N", "N", "O", "S", "H", "H", "H", "H", "H", "H", "H", "H"], "positions_angstrom": [[2.7242, 0.1827, -0.2239], [2.0026, 1.3199, 0.1902], [1.9490, -0.9309, -0.4289], [-1.5246, 0.0773, 0.3258], [-0.0022, 0.1404, 0.1314], [0.6511, -0.9809, -0.2418], [-1.9221, -1.1782, 0.6355], [0.7633, 1.2571, 0.3564], [-1.9712, 1.1597, 1.1173], [-1.6500, 0.4992, -1.6301], [3.7330, 0.1196, -0.4763], [2.4432, 2.2859, 0.2170], [2.4096, -1.8395, -0.8740], [-1.2433, -1.8985, 0.2414], [-2.9073, -1.2005, 0.5756], [-2.9406, 0.8323, 1.2737], [0.2091, 2.0894, 0.6099], [-1.7341, -0.7493, -2.0792]], "forces_ev_per_angstrom": [[-2.1, 1.2, 0.6], [6.0, -1.1, -1.9], [0.6, -1.3, -0.9], [3.3, 2.1, -1.3], [1.5, -1.8, 0.3], [-1.9, 0.9, 0.7], [1.7, -0.9, 0.4], [-7.1, 0.2, 1.0], [-2.5, -2.7, -1.0], [-0.9, 1.1, 0.3], [1.5, 0.5, -0.1], [0.5, 0.6, 0.4], [-0.4, 0.6, 0.6], [-1.9, 0.9, 0.7], [-1.1, -1.4, -0.3], [2.2, 1.7, 0.1], [0.5, -0.3, 0.0], [0.1, -0.4, 0.2]], "e_above_lowest_kcal_mol": 21.9, "total_charge": 1, "lumo_energy_ha": -0.1595, "gap_ev": 8.7, "homo_energy_ev": -13.021, "multiplicity": 1, "mol_weight_g_mol": 158.21}

{"formula": "C5H8N3P", "method": "ωB97M-V with the def2-TZVPD basis set", "elements": ["C", "C", "C", "C", "C", "N", "N", "N", "P", "H", "H", "H", "H", "H", "H", "H", "H"], "positions_angstrom": [[0.8186, 1.7935, -0.2812], [1.5027, 0.6526, -0.3840], [-0.5951, 1.9182, 0.0880], [0.9558, -0.6379, 0.0841], [1.9573, -1.7147, 0.3918], [-1.5202, 1.0401, 0.1919], [-1.4565, -0.2634, 0.0167], [-0.2306, -0.9729, 0.2969], [-3.5727, -0.7008, 0.3846], [1.3068, 2.7302, -0.5234], [2.5386, 0.6442, -0.6910], [-0.9492, 2.9354, 0.2196], [2.7638, -1.3365, 1.0122], [2.3740, -2.0782, -0.5452], [1.4590, -2.5378, 0.8970], [-3.7929, 0.2623, -0.6003], [-3.5596, -1.7342, -0.5577]], "forces_ev_per_angstrom": [[0.2, -0.5, -0.2], [-0.2, 0.4, 0.0], [0.0, 0.1, 0.2], [0.3, 0.3, -0.1], [-0.1, 0.0, 0.1], [-0.4, 1.3, 0.2], [-0.4, -0.3, -0.4], [-3.3, -1.4, 0.6], [3.5, 0.1, 0.2], [0.0, 0.0, 0.0], [0.1, 0.1, 0.0], [0.0, 0.0, 0.0], [0.2, 0.0, 0.1], [0.2, 0.0, -0.1], [0.0, 0.0, 0.0], [-0.1, 0.2, -0.2], [-0.1, -0.4, -0.2]], "e_above_lowest_kcal_mol": 69.0, "lumo_energy_ha": -0.0145, "gap_ev": 6.9, "homo_energy_ev": -7.281, "multiplicity": 1, "smiles": "CC1=NN(P)N=CC=C1", "mol_weight_g_mol": 141.11}

{"formula": "C5H8N4O", "method": "ωB97M-V with the def2-TZVPD basis set", "elements": ["C", "N", "N", "C", "C", "C", "N", "C", "N", "H", "H", "H", "H", "H", "H", "O", "H", "H"], "positions_angstrom": [[2.1525, -3.7972, 1.1483], [1.2410, -2.7865, 0.6666], [0.1978, -3.1069, -0.1446], [-0.3811, -1.9647, -0.4483], [0.2517, -0.8702, 0.1985], [-0.0160, 0.5420, 0.1278], [0.3719, 1.4306, -0.6851], [1.2964, -1.4669, 0.9279], [2.2911, -0.8845, 1.6411], [2.0716, -3.9149, 2.2376], [1.8959, -4.7427, 0.6633], [3.1846, -3.5291, 0.8877], [-1.2668, -1.9606, -1.0821], [2.1575, 0.1066, 1.8158], [2.7765, -1.4229, 2.3456], [-0.6660, 1.3097, 1.2632], [-1.1118, 0.6630, 1.8244], [0.0030, 2.3616, -0.1372]], "forces_ev_per_angstrom": [[0.1, -0.1, 0.1], [-0.2, 0.3, 0.2], [-0.1, -0.1, -0.3], [0.0, 0.0, 0.3], [0.0, -1.0, 0.4], [-0.4, 4.2, 1.3], [-0.7, 1.5, 1.1], [-0.9, 0.0, -1.0], [0.5, 0.5, 0.4], [0.0, 0.0, -0.2], [0.0, 0.3, 0.1], [-0.2, -0.1, 0.1], [0.4, 0.1, 0.2], [0.2, -0.4, 0.1], [-0.2, 0.3, -0.1], [0.4, -3.0, -0.5], [-0.1, 0.1, 0.2], [1.2, -2.4, -2.3]], "e_above_lowest_kcal_mol": 53.0, "lumo_energy_ha": 0.0209, "gap_ev": 9.1, "homo_energy_ev": -8.497, "multiplicity": 1, "smiles": "[H]/N=C(\\O)c1cnn(C)c1N", "mol_weight_g_mol": 140.15}

{"formula": "C5H8N4O", "method": "ωB97M-V with the def2-TZVPD basis set", "elements": ["C", "C", "C", "C", "C", "N", "N", "N", "N", "O", "H", "H", "H", "H", "H", "H", "H", "H"], "positions_angstrom": [[-0.9247, -0.8027, -1.7735], [1.0733, -0.4278, -0.4903], [1.8867, 0.7762, -0.4184], [0.0454, 0.5097, 1.5335], [-1.3639, -1.3257, 0.6020], [-1.4026, -1.3857, -0.6690], [0.5156, 0.8265, 0.2135], [-1.0993, -0.3586, 1.5878], [0.3224, -0.2621, -1.7997], [0.7588, 0.4128, -2.7289], [-1.6314, -0.4686, -2.5056], [2.6248, 0.7720, 0.3774], [1.8366, 1.3729, -1.3866], [0.8122, 0.0374, 2.0866], [-0.2360, 1.4909, 1.9809], [-1.9210, -1.9900, 1.2037], [-0.0485, 1.5056, -0.3044], [-1.2484, -0.6827, 2.4910]], "forces_ev_per_angstrom": [[-3.1, -1.3, 1.3], [-0.8, 0.4, -2.3], [-0.3, 0.2, 0.4], [-0.4, 2.3, 0.9], [-0.8, 0.2, 1.2], [-0.4, 0.8, -1.1], [-0.7, 0.3, 0.0], [1.2, 1.4, -3.6], [3.4, -2.0, 3.3], [0.3, 1.9, -2.7], [-0.1, -0.3, -0.6], [0.5, 0.4, -0.7], [0.8, -0.3, 1.6], [1.3, -0.1, 0.5], [0.3, -0.6, 0.2], [-0.9, -1.9, -0.4], [-0.1, -0.6, 0.2], [-0.3, -0.8, 1.6]], "e_above_lowest_kcal_mol": 89.0, "lumo_energy_ha": [0.0216, -0.0213], "s_squared": 2.02, "gap_ev": [5.8, 7.8], "homo_energy_ev": [-5.203, -8.364], "multiplicity": 3, "mol_weight_g_mol": 140.15}

{"formula": "C5H8N4OS2", "method": "ωB97M-V with the def2-TZVPD basis set", "elements": ["C", "C", "C", "C", "C", "N", "N", "N", "N", "O", "S", "S", "H", "H", "H", "H", "H", "H", "H", "H"], "positions_angstrom": [[0.9395, 1.9766, 0.1105], [-0.1760, 2.2749, -0.6557], [1.4581, -1.7562, 0.0374], [1.5349, 0.7288, 0.4377], [-0.5179, -0.7083, -0.2814], [-1.2418, 0.0757, -1.0425], [0.8878, -0.5260, -0.0192], [0.5704, -2.6621, -0.3840], [-1.1243, 1.4551, -1.2327], [-0.7157, -2.0708, -0.3929], [3.0244, 0.4844, 1.0676], [-1.0418, -0.8370, 1.9382], [1.2744, 2.8544, 0.6406], [-0.3970, 3.3058, -1.0648], [2.4279, -2.1812, 0.2527], [-2.2184, -0.3693, -1.3695], [0.6318, -3.7108, -0.5297], [-1.1180, 0.4746, 2.4635], [-1.9428, 1.9026, -1.6832], [-2.2555, -0.7111, 1.7074]], "forces_ev_per_angstrom": [[0.5, -1.9, 1.1], [-2.3, 0.7, -2.4], [-1.9, -1.0, -1.7], [-3.1, 0.4, -1.4], [2.7, -1.5, 0.8], [-3.8, -0.3, -1.9], [0.5, 0.3, -0.1], [-0.1, 0.3, 1.0], [0.6, -0.1, 0.9], [0.2, -0.1, -1.5], [2.4, 0.3, 1.1], [2.2, 2.0, 2.4], [0.8, 0.0, -0.1], [0.6, -1.1, 1.1], [0.5, 1.0, 0.1], [2.9, 1.4, 0.8], [-0.3, 1.6, 0.4], [0.5, -1.3, -0.4], [0.8, -0.7, 0.3], [-3.6, -0.2, -0.7]], "total_charge": 2, "lumo_energy_ha": [-0.3154, -0.3866], "s_squared": 2.01, "gap_ev": [5.8, 6.0], "homo_energy_ev": [-14.411, -16.508], "multiplicity": 3, "mol_weight_g_mol": 204.28}

{"formula": "C5H8N5", "method": "ωB97M-V with the def2-TZVPD basis set", "elements": ["C", "C", "C", "C", "C", "N", "N", "N", "N", "N", "H", "H", "H", "H", "H", "H", "H", "H"], "positions_angstrom": [[-0.9816, 2.2790, -0.1753], [-1.7061, 1.2516, -0.3147], [1.8447, 0.5397, 0.9095], [-2.3191, 0.1311, -0.5276], [0.0458, -1.1506, 0.4855], [2.9864, 0.7942, 0.3751], [3.0737, -0.1059, -0.6660], [2.0225, -0.7757, -0.8066], [1.1502, -0.4443, 0.1255], [-0.2254, -2.1915, -0.2312], [-1.0957, 3.3679, 0.0119], [1.3497, 1.2879, 1.4641], [-2.5234, -0.4451, 0.4086], [-2.5720, -0.2928, -1.5250], [-0.4334, -1.0795, 1.3490], [0.0203, 2.0887, 0.2519], [-1.0772, -2.8405, -0.2184], [0.4404, -2.4142, -0.9162]], "forces_ev_per_angstrom": [[1.5, 1.9, 1.8], [0.5, 1.7, -0.7], [-1.5, -0.3, -1.5], [-1.6, -3.2, 0.1], [1.4, 1.5, -1.2], [0.0, -1.3, -1.0], [1.8, 1.4, -0.1], [-0.8, -1.9, -1.0], [1.7, 2.8, 3.1], [-3.2, -4.5, -2.5], [-0.7, -0.5, -1.2], [-0.5, 0.0, 1.4], [0.1, 0.1, -1.1], [-0.2, 0.6, 0.8], [-1.3, 1.1, 3.9], [-0.1, -0.5, -0.1], [1.9, 1.7, 0.5], [0.9, -0.6, -1.2]], "e_above_lowest_kcal_mol": 111.3, "total_charge": 1, "lumo_energy_ha": [-0.1880, -0.3479], "s_squared": 2.02, "gap_ev": [5.2, 4.4], "homo_energy_ev": [-10.276, -13.854], "multiplicity": 3, "mol_weight_g_mol": 138.15}

{"formula": "C5H8NO", "method": "ωB97M-V with the def2-TZVPD basis set", "elements": ["C", "C", "C", "C", "C", "N", "O", "H", "H", "H", "H", "H", "H", "H", "H"], "positions_angstrom": [[-1.1689, 0.0780, 1.6250], [-1.8717, 0.3644, 0.3801], [-0.3107, -0.4253, 0.4906], [1.5580, -0.0911, -1.3631], [1.0589, 0.0976, 0.0909], [-1.3168, -0.6473, -0.4663], [-1.3336, -1.3113, -1.4557], [-0.7997, 1.0126, 2.0320], [-1.4103, -0.6450, 2.4410], [-2.1846, 1.3342, 0.1925], [1.6971, 0.8886, -1.8630], [0.9126, -0.7122, -2.0360], [2.4828, -0.5596, -1.3480], [1.0384, 1.1189, 0.4092], [1.6485, -0.5027, 0.8707]], "forces_ev_per_angstrom": [[0.8, -1.1, 1.0], [0.5, -2.5, -0.7], [0.3, 2.2, -1.5], [-2.0, 0.9, -0.6], [-0.1, -2.8, 1.0], [0.4, -0.9, 2.8], [-1.0, 1.2, -0.4], [0.2, 0.0, 0.4], [-0.5, 0.4, -1.1], [-0.9, 1.5, -1.4], [-0.2, -0.5, 0.4], [0.4, 0.6, 0.8], [1.8, -0.8, 0.1], [0.2, 0.7, 0.3], [0.0, 1.1, -1.2]], "e_above_lowest_kcal_mol": 122.4, "total_charge": 1, "lumo_energy_ha": -0.2034, "gap_ev": 9.9, "homo_energy_ev": -15.466, "multiplicity": 1, "smiles": "CC[C@@]12C[C@@H]1[N+]2=O", "mol_weight_g_mol": 98.12}

{"formula": "C5H8NO", "method": "ωB97M-V with the def2-TZVPD basis set", "elements": ["C", "C", "C", "C", "C", "N", "O", "H", "H", "H", "H", "H", "H", "H", "H"], "positions_angstrom": [[-1.0797, 0.3266, 0.9802], [-0.6742, 1.0851, -0.2901], [-0.8317, -0.4388, -0.2583], [0.6912, 1.5985, -0.2571], [1.4854, -1.0881, 0.5362], [0.3399, -1.3602, -0.3766], [1.5824, 0.7689, 0.0708], [-0.3295, 0.2605, 1.7553], [-2.0907, 0.4509, 1.3337], [-1.4271, 1.6667, -0.8003], [-1.6785, -0.8235, -0.8138], [0.9664, 2.6269, -0.4681], [2.4234, -1.3606, 0.0476], [0.0280, -2.2971, -0.0827], [0.5948, -1.4158, -1.3770]], "forces_ev_per_angstrom": [[0.1, -0.1, 0.0], [0.0, -0.2, 0.0], [-0.5, 0.4, 0.2], [1.0, -3.1, 1.0], [-0.5, 1.9, 0.8], [0.2, 0.0, -0.9], [0.0, 0.9, -0.5], [0.1, 0.0, 0.0], [-0.1, 0.0, -0.1], [-0.1, -0.1, -0.1], [0.1, 0.0, 0.0], [0.1, 0.1, 0.0], [-0.1, 0.2, -0.5], [0.0, 0.2, -0.1], [-0.2, -0.1, 0.3]], "e_above_lowest_kcal_mol": 98.1, "total_charge": 1, "lumo_energy_ha": -0.1617, "gap_ev": 9.1, "homo_energy_ev": -13.528, "multiplicity": 1, "mol_weight_g_mol": 98.12}

These records have DFT total energy values of -509.56183; -776.01059; -832.73201; -700.75678; -489.54450; -489.25673; -1285.04705; -468.52114; -324.84389; -324.88269 hartree, in the order they appear.